#one
DFT (ωB97M-V/def2-TZVPD) results for the ion C7H15N2 with charge +1.

Last columns: bonded neighbours and bond lengths (Å).
CARTESIAN COORDINATES (ANGSTROEM)
1 C 0.246 0.935 0.059  C3 1.372, N8 1.332, H10 1.112
2 C -0.332 -1.156 0.950  C4 1.494, N8 1.370, H11 1.095, H12 1.111
3 C 1.558 0.536 0.103  C1 1.372, C5 1.512, H13 1.148
4 C 0.595 -2.125 0.291  C2 1.494, N9 1.390, H14 1.061
5 C 2.849 1.280 -0.154  C3 1.512, H15 1.109, H16 1.176, H17 0.988
6 C -2.927 0.684 -0.516  C7 1.517, H18 1.140, H19 1.171, H20 1.119
7 C -2.122 0.536 0.761  C6 1.517, N8 1.522, H21 1.008, H22 1.041
8 N -0.670 0.118 0.578  C1 1.332, C2 1.370, C7 1.522
9 N 1.278 -2.017 -0.915  C4 1.390, H23 0.986, H24 1.003
10 H -0.045 1.879 -0.452  C1 1.112
11 H -1.299 -1.668 0.940  C2 1.095
12 H 0.076 -1.217 1.982  C2 1.111
13 H 1.854 -0.332 0.793  C3 1.148
14 H 0.622 -3.088 0.735  C4 1.061
15 H 3.532 0.546 -0.629  C5 1.109
16 H 3.402 1.470 0.866  C5 1.176
17 H 2.693 2.176 -0.542  C5 0.988
18 H -3.013 -0.329 -1.033  C6 1.140
19 H -4.037 0.876 -0.197  C6 1.171
20 H -2.605 1.530 -1.173  C6 1.119
21 H -2.477 0.025 1.555  C7 1.008
22 H -2.157 1.488 1.181  C7 1.041
23 H 1.391 -1.115 -1.298  N9 0.986
24 H 1.876 -2.762 -1.221  N9 1.003

Its HOMO energy is -0.4259 Eh. As for the HOMO-LUMO gap: 6.61 eV. The structure (SMILES) is C/C=C/N(CC)CC=[NH2+]. As for the spin multiplicity: 1. As for the total charge: +1.



#two
DFT (ωB97M-V/def2-TZVPD) results for the ion C7H15N2 with charge +1.

Last columns: bonded neighbours and bond lengths (Å).
CARTESIAN COORDINATES (ANGSTROEM)
1 C 1.588 1.161 -0.604  C3 1.499, N9 1.497, H10 1.116, H11 1.100
2 C -2.089 0.752 -1.379  C4 1.334, H12 1.077, H13 1.159
3 C 1.049 -0.209 -0.328  C1 1.499, C5 1.493, N8 1.327
4 C -1.510 0.402 -0.230  C2 1.334, C6 1.528, N8 1.504
5 C 2.037 -1.327 -0.398  C3 1.493, H14 1.038, H15 1.112, H16 1.102
6 C -2.060 0.860 1.120  C4 1.528, H17 1.055, H18 1.104, H19 1.195
7 C -0.690 -1.738 0.344  N8 1.478, H20 1.139, H21 1.116, H22 1.147
8 N -0.245 -0.404 -0.110  C3 1.327, C4 1.504, C7 1.478
9 N 2.032 1.473 0.791  C1 1.497, H23 0.997, H24 1.011
10 H 2.416 1.238 -1.348  C1 1.116
11 H 0.773 1.820 -0.937  C1 1.100
12 H -1.545 0.533 -2.283  C2 1.077
13 H -3.150 1.218 -1.396  C2 1.159
14 H 2.966 -0.888 -0.255  C5 1.038
15 H 1.789 -1.859 -1.343  C5 1.112
16 H 1.785 -2.040 0.403  C5 1.102
17 H -1.758 1.812 1.461  C6 1.055
18 H -1.865 0.078 1.874  C6 1.104
19 H -3.236 0.934 0.921  C6 1.195
20 H -1.787 -1.771 0.649  C7 1.139
21 H -0.594 -2.220 -0.658  C7 1.116
22 H -0.092 -2.302 1.145  C7 1.147
23 H 2.913 1.134 1.113  N9 0.997
24 H 1.275 1.342 1.448  N9 1.011

Its HOMO energy is -0.5024 Eh. As for the HOMO-LUMO gap: 9.96 eV. The structure (SMILES) is C=C(C)/[N+](C)=C(/C)CN. As for the spin multiplicity: 1. As for the total charge: +1.



Relative energies, unit kcal/mol: #one 26.7; #two 0.0